{"formula": "C2H4ClNO", "method": "ωB97M-V/def2-TZVPD", "elements": ["C", "C", "N", "O", "Cl", "H", "H", "H", "H"], "positions_angstrom": [[-1.093547, -0.422955, -0.451686], [-0.130420, 0.629958, 0.337467], [1.277243, -0.098017, 0.503978], [-0.912703, -1.580977, -0.152291], [2.102288, 0.231431, -0.951539], [-1.798697, -0.083511, -1.080454], [-0.036994, 1.524930, -0.164794], [-0.500947, 0.937778, 1.306598], [1.093775, -1.138640, 0.652722]], "atomic_forces_ev_per_a": [[4.467, -0.636, 4.964], [0.806, -4.084, -0.011], [-2.912, 0.856, 0.987], [-0.699, 0.410, -0.911], [0.479, -0.551, -0.510], [-2.793, 1.151, -2.595], [0.721, 1.750, -1.466], [-0.291, -0.668, 0.449], [0.223, 1.772, -0.906]], "nbo_charge": [0.44, -0.33, -0.62, -0.51, 0.08, 0.13, 0.20, 0.22, 0.40], "homo_lumo_gap_ha": 0.3637, "e_above_lowest_ev": 2.6892, "lumo_ev": 0.536}

***

{"formula": "C7H8", "method": "ωB97M-V/def2-TZVPD", "elements": ["C", "C", "C", "C", "C", "C", "C", "H", "H", "H", "H", "H", "H", "H", "H"], "positions_angstrom": [[-0.928391, -0.686650, -1.128885], [-0.026407, -0.003928, -0.079176], [-0.753823, 0.197942, 1.271429], [1.118364, -0.862281, 0.292533], [1.928593, -1.561540, 0.844446], [0.428504, 1.293411, -0.623161], [0.747287, 2.353740, -1.095826], [-0.385681, -0.831052, -2.067972], [-1.800925, -0.057858, -1.334846], [-1.268729, -1.661498, -0.766490], [-1.041676, -0.785298, 1.656342], [-0.055169, 0.645525, 1.983505], [-1.638983, 0.833269, 1.186565], [2.632541, -2.168392, 1.367836], [1.044493, 3.294612, -1.506307]], "atomic_forces_ev_per_a": [[-0.059, -0.052, -0.037], [0.061, -0.003, 0.027], [-0.123, 0.047, 0.099], [0.406, -0.344, 0.292], [-0.300, 0.275, -0.288], [0.145, 0.423, -0.168], [-0.106, -0.405, 0.215], [-0.050, 0.016, 0.188], [0.148, -0.074, 0.087], [0.073, 0.146, 0.003], [-0.037, 0.174, -0.060], [-0.180, -0.009, -0.090], [0.102, -0.048, -0.142], [-0.015, 0.053, -0.210], [-0.063, -0.200, 0.085]], "nbo_charge": [-0.57, -0.22, -0.57, 0.02, -0.24, 0.00, -0.22, 0.22, 0.22, 0.22, 0.22, 0.22, 0.21, 0.24, 0.24], "homo_lumo_gap_ha": 0.4033, "e_above_lowest_ev": 3.8815, "lumo_ev": 0.983}

***

{"formula": "C2H6ClNO3S", "method": "ωB97M-V/def2-TZVPD", "elements": ["C", "C", "N", "O", "O", "O", "S", "Cl", "H", "H", "H", "H", "H", "H"], "positions_angstrom": [[-1.295015, 1.224663, -0.758359], [0.462232, 0.784607, 0.751155], [-0.049625, -1.861157, 0.527993], [0.977660, -1.008734, -1.456775], [2.317443, -1.146621, 0.670641], [-0.864728, 0.980083, 0.550999], [1.095452, -0.865218, -0.002330], [1.444928, 1.875144, -0.045319], [-0.767508, 0.601897, -1.322838], [-1.073424, 2.300949, -1.112519], [-2.306046, 1.003545, -0.871544], [0.581372, 0.828825, 1.977631], [-0.004224, -2.473601, 1.347379], [-0.518517, -2.244380, -0.256110]], "atomic_forces_ev_per_a": [[0.298, 3.929, 0.667], [-0.862, -1.664, 2.647], [-0.822, -0.824, 0.947], [0.206, 1.202, 1.705], [0.706, 0.270, 0.168], [-0.719, 0.203, 1.387], [-0.520, -0.917, -0.266], [1.901, 2.454, -0.870], [2.007, -2.468, -3.115], [-0.448, -1.531, 0.721], [-1.767, -0.213, 0.291], [0.172, -0.627, -3.311], [0.467, 0.726, -0.491], [-0.619, -0.541, -0.479]], "nbo_charge": [-0.26, -0.16, -1.12, -0.93, -0.93, -0.51, 2.23, 0.03, 0.19, 0.18, 0.20, 0.26, 0.42, 0.41], "homo_lumo_gap_ha": 0.3932, "e_above_lowest_ev": 1.6202, "lumo_ev": 0.497}

***

{"formula": "C3H7NO", "method": "ωB97M-V/def2-TZVPD", "elements": ["C", "C", "N", "C", "O", "H", "H", "H", "H", "H", "H", "H"], "positions_angstrom": [[-1.416737, -0.578407, -0.024139], [0.768013, 0.545997, 0.943923], [-0.980197, -0.345958, -1.226380], [1.012053, -0.170066, -0.686713], [1.799340, -1.078754, -0.747181], [-1.447137, 0.430894, -1.689500], [1.107507, 0.742187, -1.292369], [-2.332341, -0.176668, 0.409857], [-1.015706, -1.434148, 0.501672], [0.418876, -0.159050, 1.698975], [1.805146, 0.705836, 1.234341], [0.281183, 1.518138, 0.877515]], "atomic_forces_ev_per_a": [[-0.806, -0.727, -2.716], [1.077, -1.460, -2.090], [-0.989, -0.371, 2.348], [2.828, 2.645, 4.082], [-1.246, -0.552, -0.572], [-0.104, 0.010, 0.033], [-0.677, -0.329, -0.896], [0.169, 0.499, -0.064], [0.457, 0.114, 0.136], [-0.515, 0.202, -0.162], [0.180, 0.196, -0.204], [-0.372, -0.228, 0.104]], "nbo_charge": [0.02, -0.74, -0.59, 0.44, -0.58, 0.36, 0.11, 0.17, 0.18, 0.20, 0.22, 0.20], "homo_lumo_gap_ha": 0.3296, "e_above_lowest_ev": 4.0255, "lumo_ev": 0.301}

***

{"formula": "C4H5NO2", "method": "ωB97M-V/def2-TZVPD", "elements": ["O", "C", "C", "O", "N", "C", "C", "H", "H", "H", "H", "H"], "positions_angstrom": [[0.481453, -0.667312, -2.322248], [-0.596182, -0.657859, -1.758792], [-0.812317, -0.124175, -0.420443], [-2.084007, 0.030860, 0.032996], [0.153521, 0.170847, 0.396061], [0.476934, 0.533923, 1.641499], [1.574523, 0.204660, 0.687319], [-1.517299, -1.053625, -2.228739], [-2.060109, -0.112354, 0.995099], [0.180311, 1.480941, 2.073573], [2.130755, 0.953757, 0.124179], [2.072416, -0.759663, 0.779496]], "atomic_forces_ev_per_a": [[-0.341, -0.048, 0.238], [0.239, 0.015, -0.075], [0.281, 0.063, -0.024], [0.055, -0.038, 0.141], [-0.221, -0.158, -0.019], [-0.078, 0.128, -0.014], [0.335, -0.097, -0.215], [0.114, 0.070, 0.017], [-0.165, 0.058, -0.109], [-0.002, -0.094, 0.048], [-0.141, -0.048, 0.033], [-0.077, 0.149, -0.023]], "nbo_charge": [-0.53, 0.34, 0.32, -0.66, -0.24, -0.25, -0.21, 0.13, 0.48, 0.21, 0.20, 0.20], "homo_lumo_gap_ha": [0.2670, 0.2767], "e_above_lowest_ev": 4.4428, "lumo_ev": [-0.330, -0.275]}

***

{"formula": "C8H12BF2N3O7S2", "method": "ωB97M-V/def2-TZVPD", "elements": ["C", "N", "C", "B", "O", "N", "S", "O", "O", "F", "S", "O", "O", "F", "H", "H", "H", "H", "H", "H", "H", "C", "C", "C", "C", "C", "C", "N", "O", "O", "H", "H", "H", "H", "H"], "positions_angstrom": [[-1.319503, 4.189266, 0.303502], [-2.481152, 3.331418, 0.027574], [-3.088736, 2.789926, 1.255010], [-2.359306, 2.393560, -1.032775], [-3.485996, 1.885780, -1.622496], [-1.027309, 1.801082, -1.586072], [-0.164546, 2.707896, -2.699356], [0.356344, 1.838216, -3.689901], [0.645291, 3.704211, -2.112857], [-1.428395, 3.407285, -3.274820], [-0.135420, 1.003639, -0.458837], [-1.047380, 0.487515, 0.500322], [1.023377, 1.683046, -0.019256], [0.352490, -0.198228, -1.290573], [-1.207554, 4.930965, -0.480618], [-0.381192, 3.657530, 0.451028], [-1.514552, 4.738521, 1.221741], [-2.337685, 2.483129, 1.979251], [-3.699672, 3.565390, 1.717611], [-3.757488, 1.970398, 1.016096], [-3.502446, 2.009803, -2.574273], [2.192902, -3.087676, -0.834546], [2.559785, -4.418692, -0.686523], [2.557188, -5.003991, 0.568893], [2.182489, -4.240236, 1.658452], [1.821021, -2.912219, 1.532419], [1.827760, -2.334321, 0.273434], [2.159478, -4.863016, 2.991757], [2.501173, -6.023757, 3.076374], [1.799204, -4.179042, 3.926117], [2.189613, -2.635196, -1.817862], [2.845260, -5.002949, -1.550268], [2.840564, -6.038191, 0.693269], [1.536931, -2.334499, 2.399192], [1.547462, -1.306563, 0.138990]], "atomic_forces_ev_per_a": [[-0.362, 0.215, 0.388], [1.588, -0.970, 0.013], [-0.846, 0.795, -0.129], [-1.364, -0.063, 0.147], [0.174, 0.276, 0.181], [0.664, 1.132, 0.002], [0.960, -0.784, -0.344], [-0.310, 0.215, 0.183], [-0.317, 0.124, 0.036], [-0.309, 0.164, -0.139], [-0.300, -0.289, 1.502], [-0.197, 0.173, -0.490], [0.162, 0.109, -0.552], [-0.030, -0.031, -0.649], [0.132, -0.019, -0.157], [0.080, -0.087, -0.057], [-0.061, 0.072, 0.072], [0.165, -0.234, -0.104], [-0.013, 0.069, 0.099], [0.059, -0.214, -0.005], [-0.038, -0.486, -0.178], [-0.003, -0.018, 0.010], [-0.034, 0.100, 0.001], [0.057, -0.153, -0.112], [-0.008, 0.069, -0.164], [-0.072, 0.229, 0.059], [0.132, -0.330, -0.085], [0.021, 0.004, 0.017], [0.032, -0.112, -0.009], [-0.033, 0.077, 0.078], [0.010, 0.007, -0.001], [0.009, -0.016, 0.003], [-0.026, 0.003, 0.113], [0.005, -0.092, 0.067], [0.074, 0.062, 0.202]], "nbo_charge": [-0.43, -0.71, -0.40, 1.22, -0.90, -1.19, 2.53, -0.87, -0.86, -0.47, 2.55, -0.89, -0.88, -0.46, 0.21, 0.20, 0.21, 0.20, 0.20, 0.22, 0.51, -0.18, -0.21, -0.21, 0.08, -0.21, -0.21, 0.52, -0.38, -0.37, 0.22, 0.22, 0.25, 0.25, 0.22], "homo_lumo_gap_ha": 0.3533, "lumo_ev": -0.337}

***

{"formula": "CHF3OS2", "method": "ωB97M-V/def2-TZVPD", "elements": ["C", "O", "F", "F", "F", "S", "S", "H"], "positions_angstrom": [[-1.077331, -0.008833, -0.637601], [2.255398, -1.370050, 1.153657], [-0.729192, -1.103632, -1.323423], [-2.407528, 0.057207, -0.691348], [-0.786571, -0.323870, 0.676861], [2.393357, -0.488180, 2.306015], [-0.254320, 1.593401, -1.231791], [0.606188, 1.643957, -0.252369]], "atomic_forces_ev_per_a": [[0.352, -0.565, 1.332], [-0.109, -0.763, -1.028], [0.250, 0.636, -0.337], [0.128, 0.568, -0.359], [0.142, 0.923, -1.107], [0.100, 0.770, 1.012], [-1.476, -1.413, -0.321], [0.613, -0.157, 0.807]], "nbo_charge": [0.88, -0.68, -0.32, -0.32, -0.34, 0.68, -0.05, 0.14], "homo_lumo_gap_ha": [0.2861, 0.2858], "e_above_lowest_ev": 0.1547, "lumo_ev": [-1.593, -1.600]}